[1]
Entry from the OMol25 dataset: C38H43AsAuGeO2S2 as an isolated structure (the ωB97M-V functional and the def2-TZVPD basis).

Each line ends with the Mulliken charge.
Atoms and positions in Å:
Au1 0.1479 1.2462 -1.1816  0.53
S1 2.1347 0.3624 -0.2917  -0.33
C1 2.4307 1.9252 0.5024  0.57
C2 3.6552 2.5466 0.2467  -0.80
C3 3.9710 3.7995 0.7527  -0.55
C4 3.0489 4.4842 1.5276  -0.79
C5 1.8318 3.8752 1.8114  -0.75
C6 1.5172 2.6027 1.3442  0.42
As1 -0.1847 2.0621 2.2265  0.26
C7 -1.0589 0.4098 1.6412  0.84
C8 -2.1947 0.5600 0.7127  0.00
C9 -3.1896 -0.6341 0.6974  -0.65
C10 -2.9164 -1.7812 1.5672  -1.21
C11 -1.7485 -1.8723 2.2296  -0.32
C12 -0.8256 -0.7519 2.2762  -0.75
C13 0.7042 1.3531 3.8220  0.17
C14 1.8556 0.5673 3.7254  0.15
C15 2.4550 0.0599 4.8681  -0.63
C16 1.9189 0.3345 6.1215  -0.47
C17 0.7771 1.1123 6.2252  -0.59
C18 0.1723 1.6160 5.0776  -0.75
H1 4.3541 2.0286 -0.3989  0.41
H2 4.9277 4.2502 0.5164  0.33
H3 3.2690 5.4742 1.9068  0.34
H4 1.1054 4.3999 2.4242  0.38
H5 -2.5989 1.5583 0.5855  0.41
H6 -4.2299 -0.3942 0.5011  0.62
H7 -3.6770 -2.5471 1.6651  0.40
H8 -1.5177 -2.7423 2.8314  0.41
H9 0.0352 -0.8772 2.9203  0.46
H10 2.2722 0.3316 2.7528  0.29
H11 3.3383 -0.5603 4.7767  0.41
H12 2.3881 -0.0614 7.0140  0.36
H13 0.3550 1.3285 7.1994  0.38
H14 -0.7232 2.2215 5.1624  0.35
C19 0.6451 4.1351 -2.1156  -1.96
C20 -0.8650 4.0077 -1.8986  2.05
C21 -1.5776 4.2710 -3.2300  -1.78
C22 -1.3080 5.0476 -0.8668  -1.67
O1 -1.2457 2.7521 -1.4005  -0.30
H15 0.9098 5.1218 -2.5096  0.49
H16 0.9776 3.3729 -2.8248  0.36
H17 1.1810 3.9818 -1.1763  0.34
H18 -1.3106 5.2526 -3.6343  0.44
H19 -2.6604 4.2383 -3.0925  0.34
H20 -1.3034 3.5075 -3.9613  0.32
H21 -1.1010 6.0685 -1.2057  0.41
H22 -0.7824 4.8791 0.0779  0.19
H23 -2.3803 4.9481 -0.6855  0.37
C23 -4.0661 -1.6837 -2.5925  -1.18
Ge1 -3.0557 -0.0370 -2.1986  0.61
C24 -1.8521 0.2192 -3.7186  -0.92
C25 -4.3213 1.4348 -2.0029  -1.22
C26 -2.2047 -0.3670 -0.4673  -0.08
H24 -4.6555 -1.5958 -3.5070  0.44
H25 -4.7378 -1.9222 -1.7656  0.36
H26 -3.3740 -2.5208 -2.7078  0.10
H27 -2.4823 0.3284 -4.6063  0.44
H28 -1.1993 -0.6434 -3.8636  0.31
H29 -1.2410 1.1126 -3.6093  0.02
H30 -4.6971 1.7783 -2.9682  0.41
H31 -3.7877 2.2604 -1.5306  0.19
H32 -5.1726 1.1362 -1.3869  0.39
H33 -1.3573 -1.0426 -0.4205  -0.14
O2 1.1246 -3.2885 1.9414  -0.74
S2 0.9741 -2.7191 0.5706  1.00
C27 -0.0222 -3.9239 -0.3412  0.21
C28 -0.5767 -3.5882 -1.5691  -0.01
C29 -1.3488 -4.5219 -2.2446  -0.78
C30 -1.5821 -5.7695 -1.6815  -0.54
C31 -1.0434 -6.0853 -0.4415  -0.73
C32 -0.2625 -5.1595 0.2354  -0.41
C33 2.5361 -3.1000 -0.2480  0.03
C34 3.4996 -3.7728 0.4788  -0.31
C35 4.7224 -4.0556 -0.1170  -0.63
C36 4.9688 -3.6593 -1.4229  -0.45
C37 3.9962 -2.9684 -2.1366  -0.88
C38 2.7765 -2.6799 -1.5493  0.10
H34 -0.4070 -2.6062 -1.9959  0.22
H35 -1.7796 -4.2710 -3.2055  0.51
H36 -2.1946 -6.4928 -2.2053  0.39
H37 -1.2359 -7.0553 0.0002  0.39
H38 0.1610 -5.3662 1.2106  0.47
H39 3.2762 -4.0571 1.4995  0.46
H40 5.4855 -4.5811 0.4436  0.39
H41 5.9260 -3.8735 -1.8818  0.37
H42 4.1974 -2.6330 -3.1460  0.41
H43 2.0333 -2.1015 -2.0843  0.30

The value obtained for the relative energy (zero: lowest compared OMol25 entry of this formula, charge and spin) is 14.1 kcal per mole. As for the total charge: -1. The value obtained for the HOMO-LUMO gap is 0.2609 Eh.

---

[2]
Entry from the OMol25 dataset: a 5-piece molecular cluster, C38H43ClF8N4O5P overall (the ωB97M-V functional and the def2-TZVPD basis).

Each line ends with the Mulliken charge.
Atoms and positions in Å:
C1 4.6628 -0.7092 2.0115  -0.72
C2 3.9628 -1.9899 2.5224  0.65
O1 3.9524 -2.1785 3.6854  -0.51
O2 3.4047 -2.9073 1.6499  -0.44
C3 2.0639 -2.5592 1.2894  -0.59
C4 1.2939 -3.7908 0.6920  -0.62
C5 0.0341 -4.1294 1.5710  -0.64
C6 -1.3414 -3.8047 0.8473  -0.87
N1 -2.0993 -2.8691 1.6802  0.59
C7 -2.2528 -1.5238 1.7370  0.09
N2 -1.7061 -0.6376 0.9207  0.55
O3 -2.0191 0.6760 1.1888  -0.37
C8 -0.8517 -0.8761 -0.2480  -0.31
C9 -1.7532 -1.2107 -1.4907  -0.19
C10 -2.7628 -0.0690 -1.8307  -0.10
C11 -4.1119 -0.1201 -1.0464  -0.50
O4 -4.4412 1.2183 -0.6263  -0.56
N3 -3.0664 -1.0746 2.7543  -0.52
C12 -3.4091 -2.2259 3.3524  0.28
C13 -4.3690 -2.1231 4.5578  0.48
F1 -5.1104 -1.0116 4.3253  -0.28
F2 -5.2423 -3.1399 4.6646  -0.23
C14 -3.6046 -1.8302 5.9144  0.19
F3 -4.3597 -0.9800 6.6464  -0.25
F4 -2.4640 -1.1476 5.6243  -0.25
N4 -2.8529 -3.2963 2.7406  0.11
P1 -3.0956 -5.0083 3.2628  0.17
O5 -4.6544 -5.2856 2.7627  -0.47
Cl1 -2.9941 -5.1103 5.3224  -0.15
H1 5.3941 -0.9283 1.2187  0.35
H2 3.9108 0.0150 1.6345  0.26
H3 5.2154 -0.2316 2.8347  0.16
H4 2.1278 -1.7266 0.5492  0.26
H5 1.5347 -2.1511 2.1811  0.41
H6 1.9903 -4.6440 0.6559  0.49
H7 1.0277 -3.4992 -0.3439  0.28
H8 0.0772 -5.2264 1.7405  0.36
H9 0.1001 -3.6661 2.5713  0.56
H10 -1.1928 -3.4808 -0.1910  0.24
H11 -1.8639 -4.7817 0.7923  0.61
H12 -1.1998 1.2028 1.1996  0.44
H13 -0.3364 0.0813 -0.4659  0.79
H14 -0.0677 -1.6350 -0.0904  -0.97
H15 -1.0646 -1.2984 -2.3600  0.40
H16 -2.2798 -2.1813 -1.3866  0.32
H17 -2.2731 0.8950 -1.6118  -0.29
H18 -3.0020 -0.1298 -2.9112  0.61
H19 -4.0816 -0.7380 -0.1255  0.01
H20 -4.9437 -0.5055 -1.6678  0.38
H21 -4.4122 1.2686 0.3381  0.30
H22 -3.4194 -2.7335 6.5140  0.24
H23 -4.6166 -5.2620 1.7875  0.39
F5 -1.2755 2.4382 -2.2644  -0.11
C15 -1.2893 3.3727 -3.2433  0.19
C16 -0.1370 3.6141 -3.9653  -0.60
C17 -0.1530 4.5717 -4.9701  -0.48
C18 -1.3163 5.2824 -5.2336  -0.53
C19 -2.4661 5.0328 -4.4971  -0.61
C20 -2.4558 4.0688 -3.4990  -0.07
H24 0.7635 3.0561 -3.7406  0.39
H25 0.7425 4.7637 -5.5469  0.38
H26 -1.3256 6.0319 -6.0150  0.38
H27 -3.3722 5.5894 -4.6996  0.38
H28 -3.3466 3.8555 -2.9203  0.56
F6 0.0771 -2.1573 -3.7139  -0.36
C21 -0.5166 -3.1051 -4.4754  0.43
C22 0.1216 -4.3150 -4.6656  -0.51
C23 -0.4917 -5.2881 -5.4429  -0.42
C24 -1.7270 -5.0346 -6.0262  -0.48
C25 -2.3531 -3.8107 -5.8288  -0.51
C26 -1.7472 -2.8394 -5.0434  -0.22
H29 1.0880 -4.4903 -4.2095  0.44
H30 -0.0058 -6.2434 -5.5944  0.38
H31 -2.2016 -5.7931 -6.6359  0.39
H32 -3.3134 -3.6119 -6.2871  0.38
H33 -2.2236 -1.8819 -4.8715  0.42
F7 0.4434 4.2034 0.8729  -0.29
C27 -0.4582 5.1888 0.6656  0.24
C28 -1.6338 4.8951 0.0052  0.00
C29 -2.5653 5.9021 -0.2049  -0.51
C30 -2.3027 7.1917 0.2390  -0.53
C31 -1.1119 7.4730 0.8979  -0.40
C32 -0.1841 6.4641 1.1184  -0.46
H34 -1.8165 3.8851 -0.3407  0.38
H35 -3.4945 5.6815 -0.7149  0.37
H36 -3.0276 7.9785 0.0712  0.38
H37 -0.9057 8.4790 1.2402  0.38
H38 0.7451 6.6622 1.6374  0.43
F8 7.0484 0.4015 1.3842  -0.21
C33 8.0180 1.2007 1.8826  0.50
C34 8.1465 1.3313 3.2517  -0.31
C35 9.1454 2.1484 3.7627  -0.43
C36 9.9937 2.8304 2.8997  -0.53
C37 9.8480 2.6919 1.5255  -0.38
C38 8.8569 1.8673 1.0117  -0.51
H39 7.4708 0.7977 3.9085  0.37
H40 9.2618 2.2535 4.8337  0.36
H41 10.7698 3.4706 3.3001  0.37
H42 10.5068 3.2265 0.8532  0.36
H43 8.7335 1.7400 -0.0563  0.40

The value obtained for the relative energy (zero: lowest compared OMol25 entry of this formula, charge and spin) is 0.0 kcal per mole. As for the total charge: +1. The value obtained for the HOMO-LUMO gap is 0.2679 Eh.

---

Calculated total energy across the listed records, respectively: -186916.1052, -99842.9759 eV.
Strongest force on any atom across the listed records, respectively: 0.96, 3.61 eV/Å.